# C3H3BrCl2FO4P

A 2-piece molecular cluster, C3H3BrCl2FO4P overall (ωB97M-V/def2-TZVPD, OMol25).

## Properties
HOMO-LUMO gap (alpha / beta): 4.755 / 6.144 eV
net charge: -2
expectation value of S²: 2.0093
strongest force on any atom: 3.58 eV/Å
energy above the lowest of the compared OMol25 structures with the same formula, charge and spin: 5.4 kJ/mol
HOMO energy (alpha / beta): 0.4 / -1.0 eV
spin multiplicity: 3

XYZ file:
```
15
C3H3BrCl2FO4P ωB97M-V/def2-TZVPD
C -0.0704 -0.0052 0.1257
C 3.4431 -1.1737 -0.5295
C 1.4121 0.5742 0.1897
O -3.4403 1.5421 0.2451
O -2.5427 -0.6580 1.3745
O -2.5484 -0.3349 -1.1928
O -1.0020 1.0032 0.1440
F 1.6790 1.0247 1.4578
P -2.5315 0.3726 0.3256
Cl 4.3096 -1.2615 0.9514
Cl 2.2612 -2.5164 -0.5936
Br 1.5915 2.1236 -1.0587
H -0.0612 -0.5707 -0.8306
H -0.1667 -0.4885 1.1790
H -2.3334 0.3684 -1.7877
```

natural (NBO) population analysis, charges in e, atoms 1 to 8:
1. C -0.21
2. C -0.50
3. C 0.43
4. O -1.19
5. O -1.16
6. O -1.03
7. O -0.83
8. F -0.39



# C3H3BrCl2S

A 2-piece molecular cluster, C3H3BrCl2S overall (ωB97M-V/def2-TZVPD, OMol25).

## Properties
HOMO-LUMO gap: 7.249 eV
strongest force on any atom: 4.86 eV/Å
energy above the lowest of the compared OMol25 structures with the same formula, charge and spin: 263.5 kJ/mol
HOMO energy: -9.2 eV

XYZ file:
```
10
C3H3BrCl2S ωB97M-V/def2-TZVPD
C -1.4698 0.7917 0.1836
C -1.9545 -0.4446 0.3509
C 2.0674 -0.0985 -0.3300
S 1.0590 1.4029 -0.4333
Cl -2.0945 2.2299 0.6809
Cl -3.4794 -0.7126 1.0971
Br -1.0718 -2.0295 -0.1982
H 1.6312 -0.8452 -1.0686
H 2.3643 -0.4300 0.5751
H 2.9480 0.1360 -0.8575
```

natural (NBO) population analysis, charges in e, atoms 1 to 8:
1. C -0.06
2. C -0.30
3. C -0.76
4. S 0.12
5. Cl 0.13
6. Cl 0.06
7. Br 0.12
8. H 0.24



# C3H3BrClN2

An isolated ion of composition C3H3BrClN2 and charge +1 (ωB97M-V/def2-TZVPD, OMol25).

## Properties
HOMO-LUMO gap (alpha / beta): 7.015 / 7.248 eV
net charge: +1
strongest force on any atom: 2.40 eV/Å
energy above the lowest of the compared OMol25 structures with the same formula, charge and spin: 394.4 kJ/mol
HOMO energy (alpha / beta): -13.2 / -13.5 eV

XYZ file:
```
10
C3H3BrClN2 ωB97M-V/def2-TZVPD
C -0.2910 0.5489 0.2671
C 0.5176 0.4819 -0.9174
C 0.8293 -1.8432 -0.5532
N 0.9351 -0.7382 -1.2887
N -0.6546 -0.5416 0.7960
Cl 1.0229 1.8535 -1.7690
Br 0.1649 -3.4317 -1.0532
H -0.5433 1.5430 0.6419
H 1.5038 -0.7878 -2.1440
H -1.1004 -0.6043 1.7021
```

natural (NBO) population analysis, charges in e, atoms 1 to 8:
1. C 0.05
2. C 0.14
3. C 0.19
4. N -0.56
5. N -0.49
6. Cl 0.17
7. Br 0.36
8. H 0.24



# C3H3BrClNO

A 2-piece molecular cluster, C3H3BrClNO overall (ωB97M-V/def2-TZVPD, OMol25).

## Properties
HOMO-LUMO gap: 8.954 eV
SMILES: [H]/N=C\Cl.O=C=CBr
strongest force on any atom: 3.93 eV/Å
energy above the lowest of the compared OMol25 structures with the same formula, charge and spin: 156.7 kJ/mol
HOMO energy: -9.0 eV

XYZ file:
```
10
C3H3BrClNO ωB97M-V/def2-TZVPD
C 0.4417 1.9105 0.3426
C 0.3265 1.4825 -0.9036
C -0.5329 -1.6627 0.8074
N -0.6126 -1.4028 -0.4082
O 0.5109 2.1761 1.4512
Cl 0.2784 -2.8445 1.6638
Br 1.4040 2.4991 -2.1935
H -0.5725 1.1140 -1.1916
H -1.1759 -1.1459 1.4768
H -0.0676 -2.1264 -1.0448
```

natural (NBO) population analysis, charges in e, atoms 1 to 8:
1. C 0.71
2. C -0.60
3. C 0.06
4. N -0.60
5. O -0.42
6. Cl 0.02
7. Br 0.05
8. H 0.26